No. 1
The following is a quantum chemistry calculation of a 2-piece molecular cluster, C2H10N2 overall, from the Open Molecules 2025 dataset.

Geometry as XYZ:
```
14
Properties=species:S:1:pos:R:3:lowdin_charge:R:1
C -1.206 1.244 -1.197 -0.211
N -0.046 1.598 -1.995 -0.077
H -2.129 1.604 -1.651 0.067
H -1.288 0.162 -1.092 0.053
H -1.160 1.652 -0.180 0.062
H 0.811 1.212 -1.612 0.048
H 0.125 2.599 -2.001 0.056
C 0.364 -1.893 1.248 -0.199
N 1.375 -1.020 1.852 -0.077
H -0.299 -1.457 0.493 0.046
H 0.881 -2.765 0.856 0.067
H -0.313 -2.210 2.040 0.066
H 0.925 -0.140 2.101 0.049
H 1.963 -0.586 1.138 0.049
```

Calculated total energy ... -5215.6689 eV
HOMO-LUMO gap ... 10.23 eV
Net charge ... 0


No. 2
The following is a quantum chemistry calculation of a 3-piece molecular cluster, C2H10N2O2 overall, from the Open Molecules 2025 dataset.

Geometry as XYZ:
```
16
Properties=species:S:1:pos:R:3:lowdin_charge:R:1
N 0.611 -1.530 -1.716 0.010
C 0.676 -0.169 -1.257 -0.197
C -0.401 0.567 -0.994 -0.205
N -0.258 1.928 -0.505 -0.008
H -0.061 -2.030 -1.146 0.059
H 0.440 -1.683 -2.686 0.057
H 1.684 0.207 -1.392 0.108
H -1.382 0.111 -0.908 0.111
H -1.149 2.195 -0.105 0.074
H -0.083 2.546 -1.284 0.081
O 0.098 -1.930 1.730 -0.052
H -0.221 -1.048 1.860 -0.027
H 0.251 -2.307 2.588 0.025
O 0.270 0.894 2.131 -0.059
H 0.080 1.034 1.188 -0.019
H -0.555 1.216 2.496 0.042
```

Calculated total energy ... -9310.3477 eV
HOMO-LUMO gap ... 9.30 eV
Net charge ... 0


No. 3
The following is a quantum chemistry calculation of a 3-piece molecular cluster, C2H10N2O2 overall, from the Open Molecules 2025 dataset.

Geometry as XYZ:
```
16
Properties=species:S:1:pos:R:3:lowdin_charge:R:1
N 0.769 0.803 0.678 0.022
C -0.601 0.706 0.169 -0.169
C -1.098 -0.022 -0.825 -0.249
N -2.386 -0.001 -1.273 0.034
H 1.576 0.981 0.153 0.006
H 0.881 1.309 1.462 0.022
H -1.163 1.397 0.710 0.083
H -0.379 -0.601 -1.353 0.094
H -2.739 -0.673 -1.945 0.090
H -2.909 0.843 -1.088 0.090
O 0.110 -1.748 2.169 -0.049
H 0.493 -0.934 2.525 0.026
H -0.119 -1.467 1.325 -0.052
O 2.509 0.199 -1.072 -0.086
H 3.232 -0.255 -0.606 0.064
H 1.825 -0.538 -1.029 0.073
```

Calculated total energy ... -9309.7095 eV
HOMO-LUMO gap ... 8.19 eV
Net charge ... 0


No. 4
The following is a quantum chemistry calculation of a 3-piece molecular cluster, C2H10N2O3 overall, from the Open Molecules 2025 dataset.

Geometry as XYZ:
```
17
Properties=species:S:1:pos:R:3:lowdin_charge:R:1
C -1.103 1.225 1.416 -0.095
N -0.050 1.478 0.450 -0.006
C 0.844 0.538 -0.033 -0.582
N 1.861 1.236 -0.702 0.124
O 1.006 -0.608 0.318 0.042
H -0.900 0.344 2.020 0.076
H -1.087 2.093 2.072 0.081
H -2.055 0.924 0.921 0.079
H -0.187 2.339 -0.048 0.123
H 1.943 2.233 -0.655 0.081
H 2.704 0.766 -0.978 0.090
O 0.553 -2.747 -1.826 -0.069
H 1.157 -2.422 -2.505 0.034
H 0.970 -2.492 -0.997 0.003
O -2.084 -1.376 0.423 -0.062
H -1.288 -1.887 0.606 0.032
H -2.283 -1.645 -0.483 0.048
```

Calculated total energy ... -11359.3868 eV
HOMO-LUMO gap ... 10.25 eV
Net charge ... 0


No. 5
The following is a quantum chemistry calculation of a 2-piece molecular cluster, C2H10N2P overall, from the Open Molecules 2025 dataset.

Geometry as XYZ:
```
15
Properties=species:S:1:pos:R:3:lowdin_charge:R:1
C 0.048 0.302 -1.455 -0.170
C -1.295 -1.231 0.680 -0.197
N -2.589 1.226 -0.712 -0.097
N 2.641 0.435 0.802 0.012
P -1.496 0.212 -0.436 0.943
H -0.057 1.190 -2.094 0.070
H 0.140 -0.757 -1.668 0.052
H 0.963 0.442 -0.767 0.044
H -2.125 -1.190 1.463 0.083
H -0.263 -1.178 1.056 0.049
H -1.476 -2.235 0.109 0.110
H -3.489 1.316 -0.324 0.020
H 2.633 1.237 1.430 0.032
H 2.738 -0.268 1.468 -0.013
H 3.629 0.499 0.446 0.064
```

Calculated total energy ... -14497.0383 eV
HOMO-LUMO gap ... 9.33 eV
Net charge ... +1


No. 6
The following is a quantum chemistry calculation of a 2-piece molecular cluster, C2H10N3 overall, from the Open Molecules 2025 dataset.

Geometry as XYZ:
```
15
Properties=species:S:1:pos:R:3:lowdin_charge:R:1
C 0.688 1.174 -1.283 -0.067
C -1.002 -0.721 1.341 0.027
N -1.981 -0.948 0.503 0.101
N 0.792 -0.743 -0.050 -0.060
N 1.300 0.528 -0.137 -0.202
H -0.301 0.973 -1.327 0.029
H 0.993 2.265 -1.467 0.136
H 1.005 0.637 -2.257 0.136
H -0.538 0.126 1.631 0.047
H -0.852 -1.613 1.989 0.135
H -2.204 -0.358 -0.328 0.146
H -2.518 -1.802 0.436 0.133
H 1.178 -1.298 0.662 0.025
H 2.426 0.644 -0.372 0.256
H 1.014 1.135 0.658 0.158
```

Calculated total energy ... -6695.7623 eV
HOMO-LUMO gap ... 9.18 eV
Net charge ... +1


No. 7
The following is a quantum chemistry calculation of a single C2H10N3OP molecule, from the Open Molecules 2025 dataset.

Geometry as XYZ:
```
17
Properties=species:S:1:pos:R:3:lowdin_charge:R:1
C 1.254 -0.119 0.259 -0.080
N 0.120 0.835 0.079 -0.365
C 0.070 1.453 -1.266 -0.088
N -1.070 0.307 0.416 -0.173
P -1.946 -1.533 -0.179 0.754
N -1.459 -2.345 1.277 -0.241
O -3.366 -0.951 0.328 -0.399
H 1.068 -0.764 1.062 0.037
H 1.297 -0.791 -0.547 0.051
H 2.250 0.363 0.375 0.095
H -0.724 2.097 -1.303 0.035
H 1.061 2.014 -1.466 0.115
H -0.074 0.671 -1.988 0.064
H -1.795 0.997 0.096 0.062
H -0.858 -3.162 0.977 0.034
H -0.999 -1.593 1.817 0.011
H -3.827 -1.557 0.996 0.088
```

Calculated total energy ... -18041.1462 eV
HOMO-LUMO gap ... 8.03 eV
Net charge ... 0


No. 8
The following is a quantum chemistry calculation of a single C2H10N4 molecule, from the Open Molecules 2025 dataset.

Geometry as XYZ:
```
16
Properties=species:S:1:pos:R:3:lowdin_charge:R:1
C -0.587 1.182 0.461 -0.180
C -1.125 -1.084 -1.068 -0.114
N 1.686 0.796 0.944 -0.218
N 0.365 0.716 1.350 -0.220
N -1.403 -0.392 0.197 -0.054
N 2.005 -0.246 -0.071 -0.037
H 1.885 1.683 0.472 0.076
H -0.707 -0.679 1.016 0.139
H -2.395 -0.397 0.426 0.117
H 2.942 -0.039 -0.419 0.053
H 2.099 -1.099 0.478 0.054
H -1.383 1.788 0.891 0.079
H -0.254 1.511 -0.526 0.094
H -1.627 -0.574 -1.890 0.080
H -0.047 -1.041 -1.229 0.054
H -1.455 -2.125 -1.032 0.078
```

Calculated total energy ... -8192.0174 eV
HOMO-LUMO gap ... 7.85 eV
Net charge ... 0


No. 9
The following is a quantum chemistry calculation of a 2-piece molecular cluster, C2H10N4 overall, from the Open Molecules 2025 dataset.

Geometry as XYZ:
```
16
Properties=species:S:1:pos:R:3:lowdin_charge:R:1
H 2.067 -0.288 -3.241 0.036
N 1.308 -0.250 -2.570 0.020
C 0.486 0.691 -2.828 -0.415
N 0.293 1.746 -1.983 0.084
H -0.132 0.757 -3.742 0.110
H -0.637 2.130 -1.902 0.085
H 0.774 1.523 -1.117 0.086
N 0.479 -0.777 1.599 -0.016
C -0.512 -1.134 2.615 -0.382
N -1.741 -0.327 2.498 -0.020
H 0.532 0.241 1.541 0.048
H -0.005 -0.947 0.721 0.053
H -0.055 -1.150 3.610 0.099
H -0.795 -2.162 2.376 0.103
H -1.592 0.550 2.991 0.055
H -2.476 -0.779 3.033 0.054
```

Calculated total energy ... -8195.1418 eV
HOMO-LUMO gap ... 9.54 eV
Net charge ... 0


No. 10
The following is a quantum chemistry calculation of an isolated ion of composition C2H10N4 and charge +2, from the Open Molecules 2025 dataset.

Geometry as XYZ:
```
16
Properties=species:S:1:pos:R:3:lowdin_charge:R:1
N 1.884 0.581 -0.179 0.265
C 0.727 0.098 -0.526 -0.346
N 0.521 -0.399 -1.697 0.291
C -0.297 0.251 0.510 -0.302
N -0.219 -0.907 1.366 0.071
N -1.743 0.206 0.039 0.235
H 2.096 1.119 0.656 0.174
H 2.671 0.348 -0.805 0.183
H -0.369 -0.597 -2.173 0.178
H 1.269 -0.399 -2.340 0.148
H -0.270 1.232 1.025 0.187
H -0.495 -0.749 2.420 0.180
H 0.837 -1.157 1.475 0.158
H -2.246 1.066 -0.270 0.207
H -2.120 -0.579 -0.436 0.154
H -2.248 -0.115 0.935 0.215
```

Calculated total energy ... -8178.7652 eV
HOMO-LUMO gap ... 11.37 eV
Net charge ... +2


No. 11
The following is a quantum chemistry calculation of a 2-piece molecular cluster, C2H10N4O overall, from the Open Molecules 2025 dataset.

Geometry as XYZ:
```
17
Properties=species:S:1:pos:R:3:lowdin_charge:R:1
C -0.916 -1.717 -0.347 -0.010
C -0.322 1.796 0.573 -0.362
N 0.340 2.728 -0.355 -0.018
N -2.263 0.099 0.561 0.059
N -0.168 0.478 0.164 0.006
N -1.116 -0.368 0.251 -0.361
O 3.137 -1.270 -0.124 -0.079
H 0.002 -2.252 0.060 0.085
H -1.900 -2.329 -0.276 0.110
H -0.564 -1.541 -1.419 0.106
H -1.416 2.027 0.565 0.103
H 0.141 1.908 1.475 0.084
H 1.375 2.561 -0.129 0.086
H 3.958 -1.720 -0.374 0.036
H -2.911 -0.684 0.747 0.049
H 0.131 2.283 -1.305 0.085
H 2.489 -1.998 -0.068 0.022
```

Calculated total energy ... -10240.2677 eV
HOMO-LUMO gap ... 8.76 eV
Net charge ... 0


No. 12
The following is a quantum chemistry calculation of a single C2H10N4O molecule, from the Open Molecules 2025 dataset.

Geometry as XYZ:
```
17
Properties=species:S:1:pos:R:3:lowdin_charge:R:1
C 0.173 -1.489 -1.107 -0.062
C 0.592 -0.576 0.041 -0.441
N 1.963 -0.028 -0.268 0.024
N -0.244 0.619 0.159 -0.169
N 0.248 1.500 1.181 0.035
O -1.564 0.020 0.581 -0.210
N -2.681 0.840 0.197 0.032
H -0.790 -1.964 -0.894 0.072
H 0.083 -0.934 -2.047 0.082
H 0.911 -2.283 -1.261 0.074
H 0.656 -1.139 0.978 0.137
H 2.645 -0.774 -0.390 0.071
H 1.885 0.537 -1.112 0.075
H 1.187 1.801 0.900 0.074
H 0.269 1.008 2.077 0.078
H -2.117 1.669 -0.023 0.063
H -3.216 1.191 0.988 0.065
```

Calculated total energy ... -10239.7386 eV
HOMO-LUMO gap ... 10.10 eV
Net charge ... 0